{
  "formula": "C25H27ClMnN3O2",
  "method": "the ωB97M-V functional and the def2-TZVPD basis",
  "homo_energy_ev": [-3.5, -4.3],
  "homo_lumo_gap_ev": [6.2, 7.0],
  "charge": -1,
  "s2": 8.757,
  "multiplicity": 6,
  "lumo_ev": [2.7, 2.7],
  "total_energy_ev": -78772.563,
  "symbols": ["Mn", "Cl", "O", "O", "N", "N", "N", "C", "C", "C", "C", "C", "C", "C", "C", "C", "C", "C", "C", "C", "C", "C", "C", "C", "C", "C", "C", "C", "C", "C", "C", "C", "H", "H", "H", "H", "H", "H", "H", "H", "H", "H", "H", "H", "H", "H", "H", "H", "H", "H", "H", "H", "H", "H", "H", "H", "H", "H", "H"],
  "positions_angstrom": [[0.024, 0.711, 0.603], [-6.202, 2.049, -3.355], [-1.956, 0.120, 0.917], [-1.097, 2.266, -0.535], [1.104, -3.493, 2.173], [3.105, 2.230, -2.488], [1.700, 1.689, -0.895], [0.177, -1.222, -0.450], [2.053, -3.576, 3.258], [2.658, 3.407, -1.944], [-3.803, 3.146, -2.730], [-0.289, 1.336, 3.062], [-0.644, -1.233, -1.594], [-2.594, 3.180, -2.071], [0.925, 0.635, 2.877], [-2.915, 0.142, 0.108], [-0.658, -3.625, -1.735], [1.786, 3.050, -0.963], [-4.688, 2.102, -2.480], [2.713, -0.211, -2.162], [2.491, 1.216, -1.828], [1.595, -2.616, 1.114], [0.624, -2.491, -0.035], [-1.060, -2.393, -2.222], [0.204, -3.663, -0.656], [-3.191, 1.152, -0.850], [1.228, 2.793, 2.205], [-0.094, 2.662, 2.641], [1.862, 1.543, 2.323], [-0.208, -3.094, 2.645], [-2.226, 2.201, -1.110], [-4.397, 1.117, -1.569], [2.533, -3.055, 0.745], [2.994, -3.986, 2.886], [-0.590, -3.862, 3.319], [1.662, -4.245, 4.026], [2.039, -0.802, -1.540], [-4.070, 3.918, -3.439], [2.267, -2.599, 3.723], [3.748, 2.134, -3.256], [2.920, 1.361, 2.199], [-1.712, -2.342, -3.086], [-1.013, -4.543, -2.191], [2.481, -0.391, -3.211], [1.204, 3.673, -0.315], [2.992, 4.363, -2.287], [-0.207, -2.129, 3.169], [-5.098, 0.314, -1.378], [3.744, -0.506, -1.971], [1.820, -1.599, 1.486], [1.701, 3.713, 1.895], [-1.886, 3.975, -2.265], [-0.828, 3.450, 2.685], [-3.622, -0.709, 0.133], [-0.993, -0.287, -2.006], [-0.871, -3.006, 1.790], [0.553, -4.611, -0.263], [1.171, -0.313, 3.334], [-1.168, 0.954, 3.561]],
  "lowdin_spin": [4.646, 0.000, 0.037, 0.041, 0.000, 0.001, 0.030, 0.027, 0.000, 0.001, 0.003, 0.014, 0.013, 0.003, 0.008, 0.019, 0.005, 0.002, 0.002, 0.001, 0.004, 0.004, 0.012, 0.001, 0.000, 0.002, 0.035, 0.035, 0.024, 0.001, 0.007, 0.002, 0.000, 0.000, 0.000, 0.000, 0.001, 0.000, 0.000, 0.000, 0.001, 0.000, 0.000, 0.000, 0.000, 0.000, 0.000, 0.000, 0.000, 0.002, 0.002, 0.000, 0.002, 0.002, 0.002, 0.000, 0.000, 0.002, 0.001]
}



{
  "formula": "C2H11N3O",
  "method": "the ωB97M-V functional and the def2-TZVPD basis",
  "homo_energy_ev": [-7.8, -7.2],
  "homo_lumo_gap_ev": [7.6, 6.1],
  "lumo_ev": [-0.2, -1.1],
  "relative_energy_ev": 5.837,
  "total_energy_ev": -8763.978,
  "symbols": ["O", "N", "N", "N", "C", "C", "H", "H", "H", "H", "H", "H", "H", "H", "H", "H", "H"],
  "positions_angstrom": [[1.465, -0.687, -0.421], [2.182, 0.459, -0.824], [-0.969, -1.665, 0.596], [-0.066, -1.408, 1.481], [-0.959, 0.336, -0.823], [-1.208, 1.275, 0.337], [0.106, -0.321, -0.649], [-0.410, -0.895, 2.286], [-0.284, 1.434, 0.905], [-0.430, 0.852, -1.640], [-0.493, -2.111, -0.191], [0.904, -1.126, 1.080], [-1.958, 0.876, 1.024], [2.554, 0.263, -1.751], [2.975, 0.572, -0.196], [-1.548, 2.261, 0.006], [-1.863, -0.115, -1.221]],
  "nbo_charge": [-0.693, -0.531, -0.232, -0.468, -0.653, -0.629, 0.343, 0.371, 0.201, 0.228, 0.351, 0.439, 0.197, 0.328, 0.326, 0.215, 0.206]
}



{
  "formula": "C3H7ClN4O4",
  "method": "the ωB97M-V functional and the def2-TZVPD basis",
  "homo_energy_ev": [-9.5, -9.5],
  "homo_lumo_gap_ev": [7.8, 7.8],
  "smiles": "CO/N=[N+](\\[O-])C(Cl)/[N+]([O-])=N/OC",
  "lumo_ev": [-1.6, -1.7],
  "relative_energy_ev": 0.000,
  "total_energy_ev": -29886.191,
  "symbols": ["Cl", "O", "O", "O", "O", "N", "N", "N", "N", "C", "C", "C", "H", "H", "H", "H", "H", "H", "H"],
  "positions_angstrom": [[1.050, -2.411, -0.852], [2.806, 1.537, 0.029], [-2.867, -0.592, -0.158], [-0.766, 0.554, -0.824], [1.932, -0.044, 1.959], [-0.760, -0.335, -0.003], [1.482, -0.056, 0.811], [-1.727, -0.978, 0.443], [1.765, 0.668, -0.193], [3.355, 2.136, -1.151], [-4.090, -1.074, 0.404], [0.375, -0.911, 0.585], [-4.748, -0.397, -0.047], [3.901, 1.344, -1.548], [0.348, -1.624, 1.503], [-4.207, -2.030, -0.074], [3.792, 3.016, -0.641], [-4.140, -1.407, 1.445], [2.499, 2.602, -1.689]],
  "nbo_charge": [-0.220, -0.350, -0.326, -0.418, -0.468, 0.208, 0.187, 0.065, 0.087, -0.260, -0.266, 0.212, 0.215, 0.205, 0.318, 0.185, 0.215, 0.210, 0.201]
}



{
  "formula": "C5H30O13",
  "method": "the ωB97M-V functional and the def2-TZVPD basis",
  "homo_energy_ev": -9.3,
  "homo_lumo_gap_ev": 9.4,
  "smiles": "O=CCCCC=O.O.O.O.O.O.O.O.O.O.O.O",
  "lumo_ev": 0.1,
  "relative_energy_ev": 6.957,
  "total_energy_ev": -32284.417,
  "symbols": ["O", "O", "O", "O", "O", "O", "O", "O", "O", "O", "O", "O", "O", "C", "C", "C", "C", "C", "H", "H", "H", "H", "H", "H", "H", "H", "H", "H", "H", "H", "H", "H", "H", "H", "H", "H", "H", "H", "H", "H", "H", "H", "H", "H", "H", "H", "H", "H"],
  "positions_angstrom": [[4.088, 1.612, -0.291], [-2.984, 0.821, 3.332], [0.267, 2.331, -4.086], [0.621, -2.393, 2.220], [2.715, 2.906, -2.464], [-3.688, 2.281, -1.327], [1.997, -0.445, 1.278], [0.328, 3.294, 1.938], [-0.684, -3.072, -1.756], [-2.294, -3.844, 0.362], [0.555, -0.821, -2.464], [0.116, -0.348, 5.140], [0.277, -4.408, 0.200], [-1.825, 0.988, -1.539], [1.154, 0.418, 1.003], [-2.565, 2.283, -1.824], [-0.136, 0.019, 0.370], [-0.483, 1.175, -0.605], [1.404, 1.427, 1.420], [0.239, 1.147, -1.545], [0.744, 3.515, 1.102], [-1.891, -3.270, 1.085], [-0.539, 3.286, 1.969], [-0.629, 0.202, 5.449], [-1.329, -2.940, -0.898], [0.037, -1.008, -0.150], [0.763, -1.763, -2.315], [3.695, 0.929, 0.149], [0.817, 0.311, 5.222], [-0.905, -3.965, -2.011], [-1.537, 0.605, -2.545], [-2.153, 2.905, -2.733], [3.422, 2.896, -1.720], [0.676, 1.584, -3.624], [1.400, -2.074, 2.064], [-2.634, 0.015, 3.723], [-2.602, 0.285, -1.221], [4.986, 1.394, -0.568], [-3.128, 0.593, 2.376], [0.217, -2.224, 3.014], [-1.547, -4.271, -0.099], [0.505, -5.065, -0.305], [-0.959, -0.254, 1.032], [1.397, -0.578, -2.005], [2.150, 3.674, -2.252], [-0.669, 2.115, -0.137], [0.442, -4.390, 1.062], [0.168, 2.124, -5.025]],
  "nbo_charge": [-0.961, -0.942, -0.963, -0.965, -0.966, -0.535, -0.608, -0.942, -0.978, -0.956, -0.946, -0.943, -0.938, -0.496, 0.438, 0.409, -0.549, -0.418, 0.171, 0.244, 0.483, 0.480, 0.472, 0.469, 0.495, 0.267, 0.499, 0.485, 0.474, 0.454, 0.235, 0.151, 0.492, 0.490, 0.485, 0.467, 0.221, 0.483, 0.477, 0.481, 0.487, 0.467, 0.241, 0.454, 0.468, 0.199, 0.493, 0.477]
}



Ordered molar mass results: 491.90, 93.13, 198.57, 298.28; unit g mol⁻¹.